1.
C21H27BIKN12O3 | ωB97M-V with the def2-TZVPD basis set

## Properties
Total charge = -2
Energy above the lowest of the compared OMol25 structures with the same formula, charge and spin = 1.5 kcal/mol
LUMO level = 3.60 eV

Each line ends with the Mulliken charge.
Cartesian coordinates (Å):
1 I 3.058 7.716 0.509  0.07
2 K 1.765 2.273 0.422  1.06
3 O 1.569 -1.898 -0.685  -0.69
4 O -0.539 -1.393 0.052  -0.52
5 O -2.002 3.653 -1.746  -0.89
6 N -1.624 2.831 0.326  0.36
7 N 5.541 3.161 2.618  -0.57
8 N 2.683 4.921 3.387  -0.06
9 N -0.513 4.793 2.057  -0.52
10 N 3.721 3.697 1.565  0.15
11 N 0.460 5.598 3.803  -0.51
12 N 0.791 4.428 1.949  0.52
13 N -0.699 5.471 3.146  -1.00
14 N 1.457 4.430 -1.645  -0.92
15 N 4.790 3.848 3.499  -0.54
16 N 4.917 3.061 1.486  -0.53
17 N 0.350 5.137 -1.364  0.39
18 C 1.909 -6.900 -1.997  -2.14
19 C 1.344 4.957 3.037  0.30
20 C 0.166 -5.287 -1.091  0.44
21 C 3.690 4.151 2.814  0.41
22 C -3.367 0.507 -0.692  -0.10
23 C 1.143 -4.282 -1.133  -0.95
24 C 0.799 -3.009 -0.724  0.70
25 C -3.998 1.249 0.488  -0.97
26 C -1.457 -3.674 -0.227  -1.60
27 C -1.114 -4.963 -0.639  -0.48
28 C 1.973 6.315 -0.535  -0.47
29 C 2.457 5.145 -1.144  -0.02
30 C 0.466 -6.725 -1.524  2.12
31 C -1.967 2.692 -0.960  0.75
32 C -0.478 -2.706 -0.278  1.12
33 C -1.642 1.736 1.280  0.08
34 C 0.235 -7.680 -0.344  -1.64
35 C -3.062 1.353 1.693  -0.68
36 C -2.259 1.287 -1.447  -0.39
37 C 0.607 6.259 -0.679  -0.38
38 C -0.461 -7.124 -2.680  -1.64
39 B 0.774 -0.781 -0.194  -0.66
40 H -0.257 -8.152 -2.997  0.44
41 H -1.510 -7.062 -2.389  0.31
42 H -3.015 0.391 2.212  0.28
43 H -4.297 2.253 0.172  0.36
44 H 2.069 -7.938 -2.300  0.43
45 H 2.868 5.188 4.338  0.26
46 H -0.564 4.703 -1.535  0.36
47 H -0.795 -7.630 0.009  0.32
48 H 2.623 -6.666 -1.206  0.40
49 H -0.313 -6.462 -3.535  0.38
50 H -1.316 0.736 -1.379  -0.10
51 H 3.474 4.790 -1.190  0.47
52 H -4.153 0.250 -1.405  0.46
53 H 2.151 -4.472 -1.473  0.48
54 H -1.877 -5.733 -0.602  0.31
55 H -2.945 -0.436 -0.333  -0.17
56 H -3.451 2.091 2.400  0.37
57 H 0.887 -7.418 0.492  0.38
58 H -4.917 0.737 0.788  0.45
59 H -1.123 0.873 0.857  -0.34
60 H -2.456 -3.441 0.122  0.40
61 H 2.130 -6.261 -2.854  0.41
62 H 0.446 -8.712 -0.639  0.44
63 H -1.072 2.070 2.147  0.30
64 H -0.173 6.903 -0.313  0.47
65 H -1.394 3.759 0.709  0.16
66 H -2.505 1.389 -2.502  0.39

=====

2.
C21H27F5N2O9P | ωB97M-V with the def2-TZVPD basis set

## Properties
Total charge = +1
LUMO level = -4.98 eV

Each line ends with the Mulliken charge.
Cartesian coordinates (Å):
1 P -3.984 0.498 -0.778  0.61
2 F -3.135 -5.782 -2.269  -0.25
3 F -1.690 -4.235 -2.700  -0.28
4 F -0.907 -1.927 1.587  -0.34
5 F -2.376 -0.442 2.129  -0.32
6 F -3.667 -4.034 -3.517  -0.24
7 O -4.479 -0.631 -1.538  -0.57
8 O 1.092 3.793 1.659  -0.55
9 O 4.669 1.106 -0.945  -0.54
10 O -4.579 1.818 -1.491  -0.53
11 O 0.416 5.088 3.383  -0.34
12 O 6.348 -0.322 -0.433  -0.32
13 O -0.488 3.142 3.141  -0.37
14 O -4.498 0.533 0.719  -0.41
15 O 6.649 1.083 -2.039  -0.33
16 N 2.424 -2.800 0.718  -0.53
17 N -2.216 0.477 -0.880  0.90
18 C 0.411 3.995 2.633  0.72
19 C 5.783 0.667 -1.123  0.80
20 C 1.168 -0.646 0.479  -1.66
21 C 1.478 -2.062 -0.115  -0.55
22 C -2.911 -2.163 0.556  -0.51
23 C 1.338 6.097 2.955  -0.63
24 C 0.497 0.784 -1.371  -0.15
25 C 5.516 -0.854 0.594  -0.47
26 C -0.583 1.923 2.421  -0.35
27 C -0.448 1.414 -2.167  -1.04
28 C -1.766 1.252 -1.885  -0.34
29 C -4.641 -3.998 -0.514  -0.67
30 C -1.884 -1.143 1.042  1.74
31 C -4.952 -3.347 0.658  -0.98
32 C -2.589 -2.817 -0.617  -0.01
33 C 0.049 -0.026 -0.326  0.57
34 C -3.442 -3.752 -1.162  -0.20
35 C -4.093 -2.419 1.222  -0.48
36 C -3.003 -4.453 -2.434  0.74
37 C -1.350 -0.212 -0.078  -0.36
38 C 6.177 2.150 -2.864  -0.62
39 H 0.980 -0.685 1.556  0.42
40 H -5.320 -4.744 -0.925  0.47
41 H 1.564 0.907 -1.553  0.64
42 H 1.243 6.929 3.646  0.22
43 H 6.973 2.391 -3.562  0.23
44 H 1.092 6.441 1.952  0.29
45 H -1.651 -2.587 -1.122  0.44
46 H 2.793 -2.155 1.404  0.23
47 H 5.956 3.031 -2.263  0.29
48 H 6.067 -1.651 1.085  0.28
49 H 4.604 -1.271 0.167  0.13
50 H 1.981 -1.870 -1.082  0.35
51 H 2.093 -0.067 0.337  0.97
52 H -4.109 2.614 -1.179  0.33
53 H 0.569 -2.624 -0.366  0.28
54 H -5.465 0.642 0.679  0.38
55 H 0.367 1.388 2.455  0.26
56 H -1.330 1.315 2.916  0.28
57 H -0.109 2.036 -2.992  0.49
58 H 5.297 1.841 -3.427  0.28
59 H -5.892 -3.586 1.152  0.41
60 H -2.465 1.770 -2.538  0.54
61 H 5.278 -0.089 1.334  0.29
62 H 2.360 5.723 2.991  0.30
63 H -4.340 -1.909 2.149  0.56
64 H 2.030 -3.626 1.145  0.28
65 H -0.898 2.081 1.387  0.19

=====

3.
C21H27F6N9O6PSW | ωB97M-V with the def2-TZVPD basis set

## Properties
2S+1 = 2
Total charge = +4
LUMO level (spin up / spin down) = -12.97 / -12.97 eV
<S²> = 0.77

Each line ends with the Mulliken charge.
Cartesian coordinates (Å):
1 W 0.221 -1.124 0.712  3.38
2 S 2.344 -1.655 -0.425  -0.41
3 P 0.086 -4.284 1.566  1.28
4 F -0.582 -5.402 0.771  -0.23
5 F 0.796 -2.628 2.078  -0.60
6 F -1.271 -3.606 2.003  -0.33
7 F -0.070 -3.110 0.098  -0.40
8 F 0.376 -4.873 2.947  -0.25
9 F 1.522 -4.521 0.998  -0.34
10 O -0.232 0.696 0.414  -0.63
11 O 1.521 -0.234 1.830  -0.81
12 O -1.879 2.207 0.076  -0.40
13 O 2.007 1.232 3.443  -0.55
14 O -3.599 -0.194 -0.048  -0.39
15 O -1.669 -1.274 0.414  -0.89
16 N 0.050 0.402 -6.434  -0.51
17 N 0.312 3.406 5.649  -0.03
18 N -0.006 -1.013 -1.579  0.19
19 N 4.297 -2.914 0.801  -0.35
20 N 0.768 4.613 7.560  -0.36
21 N -1.362 4.623 6.706  -0.31
22 N -1.471 -1.236 -6.557  0.04
23 N -0.767 -0.763 2.719  -0.43
24 N 4.236 -0.659 1.246  -0.30
25 C 0.591 -0.029 -2.286  -0.43
26 C -0.442 -0.741 -4.322  1.19
27 C -0.634 -0.542 -5.768  -0.27
28 C 3.730 -1.733 0.689  1.03
29 C -0.099 4.217 6.636  0.83
30 C -2.446 -0.170 0.156  0.49
31 C -0.825 -1.856 -2.237  -0.73
32 C -1.488 -0.219 -10.142  -0.33
33 C 0.057 1.092 -8.833  -0.62
34 C -0.359 0.317 -7.700  0.81
35 C -0.460 0.429 4.953  -1.13
36 C -1.918 -1.008 -9.038  -0.81
37 C 0.399 0.138 -3.639  -0.58
38 C -0.473 3.010 4.483  -1.31
39 C 0.172 -0.328 3.782  0.13
40 C 1.305 0.362 3.045  0.14
41 C -1.535 1.091 0.175  0.63
42 C -1.261 1.709 4.679  -0.30
43 C -1.339 -0.714 -7.841  0.63
44 C -1.058 -1.755 -3.594  -0.89
45 C -0.524 0.806 -10.035  -0.61
46 H -1.502 -0.064 2.612  0.33
47 H 0.345 0.636 5.661  0.52
48 H -0.251 1.358 -10.923  0.45
49 H -1.244 -1.632 2.969  0.43
50 H -1.654 5.287 7.407  0.22
51 H -1.110 -0.285 5.463  0.39
52 H 3.887 -3.720 0.351  0.23
53 H 0.895 0.945 -4.160  0.58
54 H 1.748 4.395 7.497  0.19
55 H 1.228 0.650 -1.736  0.57
56 H 0.224 2.948 3.650  0.29
57 H -1.924 1.841 5.538  0.51
58 H -2.115 -1.963 -6.282  0.22
59 H 0.629 -1.240 4.178  0.29
60 H 1.284 3.141 5.659  0.25
61 H -2.059 4.320 6.051  0.17
62 H -1.927 -0.428 -11.110  0.44
63 H 3.781 0.234 1.143  0.16
64 H -1.720 -2.483 -4.043  0.39
65 H -1.313 -2.628 -1.660  0.64
66 H -1.159 3.818 4.225  0.41
67 H 0.478 5.174 8.346  0.22
68 H -2.664 -1.779 -9.181  0.47
69 H 5.180 -3.051 1.279  0.25
70 H 5.084 -0.695 1.797  0.25
71 H -1.947 1.594 3.832  0.42
72 H 0.807 1.861 -8.711  0.49

=====

4.
C21H27FN4O3 | ωB97M-V with the def2-TZVPD basis set

## Properties
Energy above the lowest of the compared OMol25 structures with the same formula, charge and spin = 518.3 kcal/mol
LUMO level = 0.52 eV

Each line ends with the Mulliken charge.
Cartesian coordinates (Å):
1 F 5.610 -0.190 0.994  -0.32
2 O 4.044 4.244 1.739  -0.44
3 O -1.403 1.432 -1.872  -0.76
4 O -5.159 0.203 -4.413  -0.36
5 N 4.257 -2.048 2.289  0.60
6 N -0.066 -2.441 1.036  0.32
7 N 3.907 -3.354 2.061  -0.98
8 N -3.408 0.149 -2.215  0.15
9 C 2.793 2.649 2.351  0.46
10 C 3.843 3.055 1.872  0.62
11 C 3.461 0.391 2.186  0.02
12 C -4.346 -0.679 -2.249  -0.28
13 C 3.147 5.290 2.377  -1.05
14 C -1.483 -1.234 -1.330  -1.36
15 C 0.620 -1.618 1.706  -0.51
16 C -3.887 1.588 -2.687  -0.77
17 C -1.383 -2.335 0.936  -0.67
18 C 2.122 -1.786 1.845  0.62
19 C 2.570 1.225 2.621  -0.46
20 C -2.172 0.236 -1.820  0.28
21 C -2.040 -1.149 0.520  -0.86
22 C -4.278 1.112 -4.292  -0.53
23 C 3.398 -1.297 2.029  -0.54
24 C 0.484 -2.286 -0.395  -1.20
25 C 4.700 0.771 1.360  0.11
26 C -0.095 -1.133 -0.933  -0.41
27 C 2.483 -3.366 2.093  -1.07
28 C 4.924 2.130 1.346  -1.01
29 C -4.795 -1.024 -3.719  -1.65
30 H -4.047 -1.868 -1.780  0.26
31 H 1.637 -2.424 -0.468  0.45
32 H -5.529 -1.598 -3.826  0.62
33 H 3.502 6.335 2.155  0.24
34 H 0.161 -1.567 2.718  0.44
35 H -4.758 2.060 -4.693  0.35
36 H -3.353 0.843 -4.677  0.45
37 H 1.876 3.224 2.992  0.09
38 H 2.965 5.163 3.327  0.52
39 H -1.685 -2.413 2.159  0.38
40 H 1.904 -4.100 2.112  0.75
41 H 0.082 -3.097 -0.942  0.41
42 H -2.153 -1.762 -1.751  1.49
43 H 0.201 -0.147 -0.885  0.45
44 H -3.170 2.323 -2.745  0.50
45 H -4.922 1.973 -2.177  0.26
46 H -1.726 -0.293 0.889  0.51
47 H 1.570 0.641 2.883  0.27
48 H 5.191 -1.746 2.205  0.32
49 H 2.123 5.128 1.995  0.39
50 H -1.837 -3.333 0.409  0.21
51 H -3.186 -1.126 0.576  0.39
52 H -4.016 -1.330 -4.052  0.86
53 H 5.692 2.598 0.903  0.60
54 H -5.196 -0.464 -1.861  0.47
55 H 0.677 -0.508 1.378  0.11
56 H 0.147 -1.045 -2.281  0.29

=====

Please write out number 3 again, unchanged.
C21H27F6N9O6PSW | ωB97M-V with the def2-TZVPD basis set

## Properties
2S+1 = 2
Total charge = +4
LUMO level (spin up / spin down) = -12.97 / -12.97 eV
<S²> = 0.77

Each line ends with the Mulliken charge.
Cartesian coordinates (Å):
1 W 0.221 -1.124 0.712  3.38
2 S 2.344 -1.655 -0.425  -0.41
3 P 0.086 -4.284 1.566  1.28
4 F -0.582 -5.402 0.771  -0.23
5 F 0.796 -2.628 2.078  -0.60
6 F -1.271 -3.606 2.003  -0.33
7 F -0.070 -3.110 0.098  -0.40
8 F 0.376 -4.873 2.947  -0.25
9 F 1.522 -4.521 0.998  -0.34
10 O -0.232 0.696 0.414  -0.63
11 O 1.521 -0.234 1.830  -0.81
12 O -1.879 2.207 0.076  -0.40
13 O 2.007 1.232 3.443  -0.55
14 O -3.599 -0.194 -0.048  -0.39
15 O -1.669 -1.274 0.414  -0.89
16 N 0.050 0.402 -6.434  -0.51
17 N 0.312 3.406 5.649  -0.03
18 N -0.006 -1.013 -1.579  0.19
19 N 4.297 -2.914 0.801  -0.35
20 N 0.768 4.613 7.560  -0.36
21 N -1.362 4.623 6.706  -0.31
22 N -1.471 -1.236 -6.557  0.04
23 N -0.767 -0.763 2.719  -0.43
24 N 4.236 -0.659 1.246  -0.30
25 C 0.591 -0.029 -2.286  -0.43
26 C -0.442 -0.741 -4.322  1.19
27 C -0.634 -0.542 -5.768  -0.27
28 C 3.730 -1.733 0.689  1.03
29 C -0.099 4.217 6.636  0.83
30 C -2.446 -0.170 0.156  0.49
31 C -0.825 -1.856 -2.237  -0.73
32 C -1.488 -0.219 -10.142  -0.33
33 C 0.057 1.092 -8.833  -0.62
34 C -0.359 0.317 -7.700  0.81
35 C -0.460 0.429 4.953  -1.13
36 C -1.918 -1.008 -9.038  -0.81
37 C 0.399 0.138 -3.639  -0.58
38 C -0.473 3.010 4.483  -1.31
39 C 0.172 -0.328 3.782  0.13
40 C 1.305 0.362 3.045  0.14
41 C -1.535 1.091 0.175  0.63
42 C -1.261 1.709 4.679  -0.30
43 C -1.339 -0.714 -7.841  0.63
44 C -1.058 -1.755 -3.594  -0.89
45 C -0.524 0.806 -10.035  -0.61
46 H -1.502 -0.064 2.612  0.33
47 H 0.345 0.636 5.661  0.52
48 H -0.251 1.358 -10.923  0.45
49 H -1.244 -1.632 2.969  0.43
50 H -1.654 5.287 7.407  0.22
51 H -1.110 -0.285 5.463  0.39
52 H 3.887 -3.720 0.351  0.23
53 H 0.895 0.945 -4.160  0.58
54 H 1.748 4.395 7.497  0.19
55 H 1.228 0.650 -1.736  0.57
56 H 0.224 2.948 3.650  0.29
57 H -1.924 1.841 5.538  0.51
58 H -2.115 -1.963 -6.282  0.22
59 H 0.629 -1.240 4.178  0.29
60 H 1.284 3.141 5.659  0.25
61 H -2.059 4.320 6.051  0.17
62 H -1.927 -0.428 -11.110  0.44
63 H 3.781 0.234 1.143  0.16
64 H -1.720 -2.483 -4.043  0.39
65 H -1.313 -2.628 -1.660  0.64
66 H -1.159 3.818 4.225  0.41
67 H 0.478 5.174 8.346  0.22
68 H -2.664 -1.779 -9.181  0.47
69 H 5.180 -3.051 1.279  0.25
70 H 5.084 -0.695 1.797  0.25
71 H -1.947 1.594 3.832  0.42
72 H 0.807 1.861 -8.711  0.49

=====

- Which formula does entry 3 have?
  C21H27F6N9O6PSW